[1]
# C10H15Cl2F7O2Sb

C10H15Cl2F7O2Sb as an isolated structure (ωB97M-V/def2-TZVPD, the OMol25 dataset).

Its total charge is -1. The LUMO energy comes out at 2.98 eV. The value obtained for the frontier orbital gap is 0.284 hartree. For the largest force on an atom, the calculation gives 1.18 eV Å⁻¹. The spin multiplicity is 1.

```
37
C10H15Cl2F7O2Sb | the OMol25 dataset | ωB97M-V/def2-TZVPD
C 3.03 -2.48 -0.04
C 2.20 -1.83 1.04
Cl 2.60 -2.67 2.62
C 0.68 -1.81 0.84
Cl 0.13 -3.02 -0.37
Sb -0.16 0.28 0.58
C -1.85 -0.45 -0.62
C -2.92 0.61 -0.89
C -3.56 1.27 0.34
C -4.18 0.41 1.40
O -4.56 0.84 2.46
O -4.37 -0.91 1.07
C 1.00 0.66 -1.38
F 1.07 -0.47 -2.18
F 0.25 1.58 -2.11
C 2.44 1.23 -1.43
F 3.32 0.27 -1.05
F 2.74 1.56 -2.72
C 2.74 2.49 -0.58
F 1.64 3.22 -0.39
F 3.65 3.26 -1.17
F 3.23 2.16 0.62
H 2.68 -2.19 -1.03
H 4.07 -2.17 0.06
H 2.99 -3.57 0.05
H 2.53 -0.81 1.23
H 0.22 -2.15 1.76
H 1.23 0.80 1.54
H -1.11 0.06 2.08
H -0.73 1.94 0.44
H -1.43 -0.77 -1.58
H -2.27 -1.34 -0.16
H -2.47 1.41 -1.48
H -3.71 0.17 -1.50
H -2.86 1.92 0.85
H -4.37 1.92 0.00
H -3.89 -1.44 1.72
```

Here are the Mulliken charges for atoms 1 to 2, given in e: C -1.5307; C 0.8020



[2]
# C5H11N5

An isolated ion of composition C5H11N5 and charge +2 (ωB97M-V/def2-TZVPD, the OMol25 dataset).

Its total charge is +2. The LUMO energy (alpha / beta) comes out at -9.48 / -9.47 eV. The value obtained for the frontier orbital gap (alpha / beta) is 0.307 / 0.308 hartree. The energy above the lowest of the compared OMol25 structures with the same formula, charge and spin comes out at 758.1 kJ/mol. For the largest force on an atom, the calculation gives 5.21 eV Å⁻¹. The spin multiplicity is 1.

```
21
C5H11N5 | the OMol25 dataset | ωB97M-V/def2-TZVPD
C 3.62 0.79 0.40
C 1.88 -1.41 -0.80
C -2.65 0.42 0.63
C -1.16 0.49 -0.03
C -0.36 -0.76 0.15
N 3.90 -0.33 0.36
N 3.98 -1.58 0.03
N 2.99 -2.06 -0.53
N 3.59 2.03 0.41
N 0.75 -0.84 -0.86
H -3.21 -0.02 -0.19
H -2.62 -0.25 1.50
H -3.13 1.36 0.95
H -0.67 1.30 0.44
H -1.27 0.73 -1.08
H 0.08 -0.72 1.14
H -0.96 -1.60 0.07
H 3.13 -3.04 -0.75
H 2.90 2.54 0.81
H 4.56 2.38 0.25
H 0.43 -0.53 -1.74
```

Here are the Mulliken charges for atoms 1 to 2, given in e: C 0.3793; C 0.3646



> total charge of number 2 (C5H11N5)?

+2



> Which of these has the highest total charge?

C5H11N5